13
Properties=species:S:1:pos:R:3:forces:R:3:mulliken_charge:R:1 method="wB97M-V/def2-TZVPD" charge=0 de_lowest_kj_mol=554.98 gap_ev=9.2
C -1.39100 -0.32530 0.06828 -6.8 -6.4 -0.8 0.54
C -0.53757 -1.09270 -1.08894 2.7 3.1 0.7 -0.35
C 0.43061 0.71576 0.07302 8.8 -2.5 -2.2 0.28
C 1.77679 1.19238 0.69914 0.2 1.0 0.2 -0.27
C 2.91374 1.46256 1.11268 1.8 1.0 -2.3 -0.06
H -2.85598 -1.65285 -0.22441 1.0 1.7 1.9 0.25
H -0.19304 -2.21989 -0.96956 -1.2 2.5 0.2 0.25
H -0.77462 -0.86991 -2.18718 -0.4 -0.5 1.7 0.26
H -0.99918 1.22615 1.30738 -2.5 4.2 7.0 0.04
H 4.21421 1.86062 0.98172 -5.1 -1.6 0.9 0.31
N -2.58060 -0.87687 0.50109 3.6 1.5 -2.8 -0.73
N 0.76722 -0.19012 -0.85960 -2.4 0.6 1.6 -0.50
N -0.77059 0.77017 0.58639 0.4 -4.7 -6.3 -0.04

---

14
Properties=species:S:1:pos:R:3:forces:R:3:mulliken_charge:R:1 method="wB97M-V/def2-TZVPD" charge=0 de_lowest_kj_mol=447.45 gap_ev=8.5
C -0.73745 -1.07276 0.00021 0.9 1.6 0.2 0.48
C 1.70368 -1.36633 -0.27403 -0.9 -0.2 0.2 0.05
C 1.48244 0.86290 0.06260 0.8 4.9 1.8 0.06
C 0.18494 1.19269 0.53882 0.1 0.2 -0.2 -0.44
C -0.88898 0.40775 -0.23141 0.1 1.5 2.0 0.78
H -2.69498 -0.96741 0.13552 -1.3 2.4 -1.0 0.36
H 2.40204 -2.19008 -0.57612 -1.1 0.4 0.6 0.35
H 2.18015 1.81492 0.01551 -1.3 -1.7 0.8 0.28
H -0.04070 2.22988 1.49544 0.7 -3.3 -3.9 0.26
H -2.26438 1.70795 -0.57771 0.0 2.1 0.0 0.22
N 0.41274 -1.67538 0.13359 -1.7 -1.4 -0.8 -0.56
N 2.24717 -0.19486 -0.30438 -1.1 -0.5 -0.8 -0.51
N -2.00553 0.77772 -0.71253 0.5 -1.8 -0.1 -0.84
O -1.98113 -1.52699 0.29449 4.4 -4.4 1.1 -0.46

---

20
Properties=species:S:1:pos:R:3:forces:R:3:mulliken_charge:R:1 method="wB97M-V/def2-TZVPD" charge=0 de_lowest_kj_mol=169.79 gap_ev="6.7 / 8.2"
C -1.00337 -0.04902 -1.21907 -0.8 0.9 0.8 -1.18
C 0.20662 0.58776 -1.42242 -2.1 -1.6 0.3 0.04
C -1.16975 -0.19629 0.29630 0.3 -1.9 -2.3 1.48
C 0.71841 0.86910 -0.16544 -2.0 -1.6 0.7 -0.30
C -2.39653 0.28440 0.89116 -2.9 -2.0 0.5 -1.60
N -0.87666 -1.73255 0.53435 1.5 0.9 0.3 0.97
N 1.82630 1.64486 -0.00279 1.1 0.4 0.1 1.04
N 2.82255 -0.99522 0.01545 -3.6 1.9 2.4 0.95
O -1.72421 -2.56667 0.51085 -1.2 -0.3 -0.1 -0.62
O 0.31139 -1.91020 0.66954 0.0 -1.0 0.1 -0.54
O 2.50871 1.71223 -1.05522 0.0 0.7 1.5 -0.58
O 2.03234 2.15606 1.09213 0.4 0.0 -0.7 -0.61
O 3.49091 -0.76639 0.94660 2.1 -0.5 0.1 -0.49
O 2.72848 -1.37681 -1.06472 1.6 -1.5 -2.7 -0.42
O -0.09939 0.42199 0.87029 2.3 2.3 -0.5 -0.39
H -1.96003 -0.17702 -1.76829 1.4 -0.2 -0.3 0.40
H 0.72889 0.75466 -2.31970 0.2 0.5 -0.8 0.62
H -3.41945 -0.16858 0.65152 1.8 0.1 -0.1 0.32
H -2.43205 1.26392 0.59899 -0.4 2.8 -0.5 0.47
H -2.29315 0.24378 1.94044 0.0 0.0 1.3 0.43

---

16
Properties=species:S:1:pos:R:3:forces:R:3:mulliken_charge:R:1 method="wB97M-V/def2-TZVPD" charge=-1 de_lowest_kj_mol=284.10 gap_ev=5.3
C 0.68094 3.45165 -0.53761 1.2 0.3 0.9 -0.31
C -2.79826 0.48598 -0.00348 -0.5 1.2 -0.7 0.24
C -0.54787 -0.28212 -0.46723 4.8 1.0 0.1 0.65
C 0.97244 0.15225 -0.44965 -2.6 1.7 -0.1 -1.07
C -1.45364 0.77734 -0.14656 -3.1 1.9 2.9 0.08
N 1.67948 3.68122 0.05043 -1.4 -0.3 -0.8 -0.57
N -4.94471 0.60755 0.30373 2.4 1.7 0.7 -0.25
N -3.83823 1.26273 0.53054 -1.3 -0.7 -0.2 -0.25
N -3.39761 -0.59872 -0.59083 0.5 -1.3 -0.5 -0.01
N -4.62977 -0.54380 -0.41410 -0.5 -0.2 -0.1 -0.53
N -0.75106 -1.51717 -0.62217 -2.8 -0.7 0.4 -0.69
H 1.03731 1.23441 -0.88125 0.5 -2.2 0.4 0.25
H 1.38566 -0.72579 -0.87972 1.2 -0.1 -0.9 0.40
H 1.32184 0.20122 0.58584 -0.2 0.2 0.0 0.28
H -1.15144 1.81448 0.30302 0.1 -2.0 -1.4 0.31
H -1.80574 -1.65499 -0.49426 1.7 -0.3 -0.6 0.47

---

12
Properties=species:S:1:pos:R:3:forces:R:3:mulliken_charge:R:1 method="wB97M-V/def2-TZVPD" charge=0 de_lowest_kj_mol=104.57 gap_ev=10.7 smiles="N#CC1CC(=O)C1"
N 0.79855 -1.44596 2.32810 -0.4 0.2 -1.0 -0.45
C 0.39421 -1.19609 1.27376 0.3 -0.2 0.9 0.13
C -0.10563 -0.81627 -0.04855 0.0 -0.2 0.0 0.13
C 0.88778 0.14145 -0.77477 0.2 0.0 0.0 -0.67
C 0.06871 1.28064 -0.16204 0.1 0.5 0.1 0.44
O 0.33407 2.38945 0.20010 -0.2 -0.5 -0.3 -0.52
C -1.13156 0.35392 0.05088 -0.1 0.1 0.1 -0.67
H -0.42332 -1.70478 -0.59768 0.0 0.2 0.1 0.39
H 0.73228 0.09160 -1.85778 0.0 0.0 0.2 0.27
H 1.95216 0.08177 -0.54223 -0.2 0.0 0.0 0.34
H -1.72430 0.46790 0.95991 0.1 0.0 -0.1 0.34
H -1.78294 0.35637 -0.82971 0.1 0.0 0.1 0.27

---

12
Properties=species:S:1:pos:R:3:forces:R:3:mulliken_charge:R:1 method="wB97M-V/def2-TZVPD" charge=0 de_lowest_kj_mol=232.22 gap_ev=11.3 smiles=C#C[C@@H](O)CC#N
C 2.17099 0.07699 0.93850 -0.4 0.1 -0.3 0.22
C 1.18174 0.35033 0.31024 0.5 -0.1 0.2 -0.62
C -0.02219 0.68649 -0.46694 -0.1 0.1 0.3 -0.10
O 0.22656 0.73557 -1.85529 0.1 -0.2 -0.1 -0.51
C -1.20118 -0.28756 -0.19875 -0.1 -0.1 0.0 -0.34
C -1.24883 -0.83767 1.15626 0.0 -0.3 0.9 0.21
N -1.26943 -1.29365 2.21831 0.0 0.5 -1.0 -0.39
H 3.04565 -0.16698 1.50124 -0.2 0.0 -0.1 0.41
H -0.33648 1.69871 -0.19704 0.0 -0.1 0.0 0.24
H 0.71578 -0.06647 -2.08953 -0.1 0.2 0.0 0.36
H -2.14320 0.22584 -0.41378 0.1 -0.1 0.0 0.30
H -1.11941 -1.12161 -0.90322 0.0 0.1 0.1 0.24

---

12
Properties=species:S:1:pos:R:3:forces:R:3:mulliken_charge:R:1 method="wB97M-V/def2-TZVPD" charge=0 de_lowest_kj_mol=592.87 gap_ev="7.1 / 5.6"
N -0.77713 -1.04343 1.49698 0.4 0.4 -0.9 -0.42
C -1.54658 -0.08827 1.18051 0.8 -0.9 0.1 -0.32
C -1.11949 0.56971 -0.07306 -0.1 0.2 -0.2 -0.01
O -0.06662 1.70629 0.19962 -0.3 0.1 0.2 -0.28
C 0.74993 1.06100 -0.56295 0.4 0.2 -0.3 -0.17
C 0.51951 -1.10691 0.49801 -0.5 0.0 0.5 -0.53
C 0.10838 -0.21716 -0.69858 -0.1 0.0 0.1 -0.05
H -1.84992 1.02392 -0.74573 0.1 -0.1 0.1 0.42
H 1.67357 1.52278 -0.90932 -0.2 0.0 0.0 0.41
H 0.94932 -2.06113 0.13758 -0.7 0.1 0.5 0.34
H 1.27481 -0.63759 1.13847 0.0 0.0 -0.2 0.24
H 0.08421 -0.72921 -1.66152 0.1 0.1 0.2 0.38

---

12
Properties=species:S:1:pos:R:3:forces:R:3:mulliken_charge:R:1 method="wB97M-V/def2-TZVPD" charge=0 de_lowest_kj_mol=663.33 gap_ev=8.8
O 0.80717 0.61087 0.82629 0.5 -0.4 -0.5 -0.27
C 0.52470 0.98926 -0.46815 -0.5 0.0 -0.3 -0.49
C 1.93074 -0.06404 0.62957 0.7 -0.5 0.8 0.05
C 2.85337 -0.80447 0.44444 -0.2 0.4 0.1 -0.14
C -0.88577 0.80520 -0.68852 0.0 0.5 -0.3 0.16
C -1.46206 -0.53810 -0.28724 -0.1 -0.3 0.0 -0.36
N -1.86777 0.65554 0.39385 -0.2 -0.1 0.2 -0.57
H 3.71058 -1.39284 0.23843 0.1 -0.1 0.1 0.41
H -1.21996 1.24056 -1.61920 -0.3 0.0 0.1 0.42
H -0.82915 -1.26092 0.22766 0.0 0.2 -0.2 0.21
H -2.19099 -0.95423 -0.97900 0.2 0.1 0.1 0.25
H -1.37087 0.71317 1.28186 -0.1 0.0 -0.1 0.33

---

12
Properties=species:S:1:pos:R:3:forces:R:3:mulliken_charge:R:1 method="wB97M-V/def2-TZVPD" charge=0 de_lowest_kj_mol=495.77 gap_ev=9.0
O 0.65664 2.28474 1.39757 -0.8 -0.3 -0.6 -0.28
C -0.24150 1.95962 0.73570 0.8 0.4 0.6 0.07
C -0.39636 -0.11468 0.72659 0.0 -0.2 0.1 -0.61
C -0.85581 -1.04165 -0.35314 -0.1 -0.1 -0.1 -0.67
C 0.61591 -0.73994 -0.19978 0.2 0.0 0.0 0.13
C 1.23518 0.12283 -1.18691 0.3 0.6 -0.6 0.12
N 1.68657 0.84846 -1.96916 -0.4 -0.7 0.7 -0.45
H -1.02646 1.35443 0.24009 0.1 0.0 0.0 0.51
H -0.40316 -0.46655 1.75680 0.0 0.1 -0.1 0.30
H -1.35315 -0.63357 -1.23301 0.1 0.0 0.1 0.26
H -1.18238 -2.04488 -0.08694 0.1 0.2 -0.1 0.27
H 1.26451 -1.52881 0.17218 -0.1 0.1 -0.1 0.35

---

12
Properties=species:S:1:pos:R:3:forces:R:3:mulliken_charge:R:1 method="wB97M-V/def2-TZVPD" charge=0 de_lowest_kj_mol=483.71 gap_ev=8.9
C 0.48426 -1.64803 0.74413 -2.5 -1.7 1.6 -0.09
C 0.57566 0.31134 0.35857 -2.1 1.7 -1.1 0.53
C 0.06905 1.59886 -0.11343 1.7 -0.8 -0.7 -0.77
C -1.12327 -0.16279 -0.95524 -4.3 -0.3 -4.1 -0.62
C -0.31452 -0.74154 -0.12755 4.1 2.3 1.3 0.17
H 0.91496 -2.67677 0.24230 -0.7 2.8 1.9 0.26
H -0.28081 -1.64206 1.65802 1.8 -1.8 -1.5 0.22
H 0.39389 2.66612 -0.31630 0.2 -1.7 1.2 0.30
H -1.14272 1.74079 -2.02009 0.8 -1.2 3.4 0.30
H -1.84890 -0.81728 -1.59150 1.0 2.1 0.9 0.24
N -0.98208 1.28436 -1.01264 -0.3 -2.5 -1.6 -0.15
O 1.33638 -0.55105 1.20964 0.4 0.9 -1.3 -0.40

---

12
Properties=species:S:1:pos:R:3:forces:R:3:mulliken_charge:R:1 method="wB97M-V/def2-TZVPD" charge=0 de_lowest_kj_mol=628.25 gap_ev="8.2 / 6.7"
N -1.97982 -0.42469 0.76078 0.1 -0.2 0.3 -0.37
C -1.16524 -0.91045 1.52975 -0.2 0.9 -1.0 -0.21
C 0.03513 0.03405 1.22473 0.4 0.4 0.1 0.22
O 1.26042 -0.47169 0.76294 -0.1 -0.5 1.0 -0.36
C 1.25774 -0.26720 -0.55427 1.5 -0.2 -1.4 -0.25
C -0.05486 -0.14019 -1.19116 -0.2 0.3 0.1 -0.50
C -0.56695 0.67572 -0.02329 -1.0 -0.5 0.6 -0.14
H 0.24080 0.67803 2.07928 -0.2 -0.1 -0.1 0.32
H 2.24265 -0.26134 -1.01050 -0.2 0.0 0.0 0.43
H 0.01285 0.40678 -2.13551 -0.1 0.0 0.2 0.27
H -0.61275 -1.07766 -1.35750 0.1 0.2 0.1 0.25
H -0.66997 1.75865 -0.08527 -0.2 -0.2 0.0 0.35

---

12
Properties=species:S:1:pos:R:3:forces:R:3:mulliken_charge:R:1 method="wB97M-V/def2-TZVPD" charge=0 de_lowest_kj_mol=280.71 gap_ev=10.7 smiles="C=C1C[C@@H]1N=C=O"
C -1.83800 1.16635 0.31024 -2.6 1.1 1.1 -0.64
C -0.89351 0.34399 0.07736 2.3 -2.6 -0.7 0.24
C -0.34694 -1.03136 0.28135 -2.1 -3.1 1.6 -0.42
C 0.24041 -0.16620 -0.73629 2.9 1.5 -0.4 -0.21
N 1.65029 0.17804 -0.52085 -2.6 0.7 -0.6 -0.27
C 2.68534 -0.07026 -0.02751 1.5 0.4 0.5 0.52
O 3.78297 -0.13212 0.38354 0.1 -0.4 0.2 -0.49
H -2.67919 1.02639 0.98022 0.3 -0.9 0.4 0.24
H -2.04068 2.09379 -0.12269 0.7 1.5 -1.2 0.28
H -0.93846 -2.00347 -0.12271 1.2 2.4 1.3 0.20
H 0.18352 -1.16683 1.31569 -0.7 0.1 -2.4 0.23
H 0.19425 -0.23833 -1.81835 -0.9 -0.6 0.2 0.32

---

no.,E (eV)
1,-9729.737
2,-11779.083
3,-24056.530
4,-14203.201
5,-8802.335
6,-8801.012
7,-8797.274
8,-8796.544
9,-8798.281
10,-8798.406
11,-8796.908
12,-8800.510